Entry from the OMol25 dataset: a molecular structure, C15H12Co2O11 (ωB97M-V/def2-TZVPD).

XYZ file:
```
40
Properties=species:S:1:pos:R:3:mulliken_charge:R:1
Co 0.4969 0.8283 -4.0768 0.279
Co -1.8370 -0.5481 -2.6415 0.192
O 2.4481 0.4041 1.8191 -0.162
O 3.3708 0.5595 -3.7542 -0.429
O -3.2141 1.5414 -1.1297 -0.383
O -2.9895 -3.0150 -1.5254 -0.382
O -0.5233 -2.2195 3.1125 -0.713
O -1.7481 -0.3776 3.6871 -0.214
O -3.4153 -0.2460 -5.0852 -0.409
O 0.0029 1.2263 2.5681 -0.395
O -0.2599 3.4092 -2.9560 -0.366
O 2.1725 -1.5927 2.8522 -0.750
O -0.2877 0.9415 -6.8456 -0.412
C 3.7946 -0.0021 1.5913 -0.804
C 0.0497 2.3761 -3.3855 -0.012
C 2.2310 0.7115 -3.8916 0.129
C -2.5316 0.7475 -1.6242 0.133
C -2.5124 -2.0329 -1.9190 0.056
C -2.7830 -0.3625 -4.1258 0.378
C 0.3381 -0.0458 2.6980 0.436
C 0.0472 0.9149 -5.7350 0.063
C -0.2636 -0.8874 -3.3856 0.208
C -2.7141 -1.2382 4.2944 -0.737
C -0.6568 -1.0028 3.1911 0.403
C -0.2374 -0.7939 -1.9630 -0.457
C 0.7634 2.2897 3.2879 -0.815
C 0.5559 -0.7833 -0.8818 -0.539
C 1.7095 -0.5202 2.4782 0.457
H 0.2216 -0.2606 0.0214 0.124
H 0.5971 2.1370 4.3542 0.256
H 0.3057 3.2084 2.9316 0.230
H -2.3718 -1.5222 5.2960 0.275
H 1.5481 -1.2217 -0.9001 0.243
H 4.2491 0.7906 1.0018 0.250
H 4.3167 -0.1225 2.5457 0.286
H -0.0043 -1.7651 -3.9940 0.524
H -3.6346 -0.6597 4.3563 0.211
H -2.8721 -2.1391 3.6936 0.300
H 1.8094 2.2182 3.0010 0.269
H 3.8285 -0.9453 1.0387 0.278
```

Computed properties:
* E_HOMO: -0.3 eV
* charge: -2
* orbital gap: 5.0 eV
* lowest unoccupied orbital energy: 0.17097 Ha

Entry from the OMol25 dataset: a molecular structure, C15H12IrN3O4 (ωB97M-V/def2-TZVPD).

XYZ file:
```
35
Properties=species:S:1:pos:R:3:mulliken_charge:R:1
Ir -0.1120 0.4041 -0.1648 0.850
O -2.1125 0.2619 0.0516 -0.998
O -4.8681 0.2168 -0.2201 -0.292
O 1.8383 0.2987 -0.0680 -0.504
O -0.0616 1.8024 -2.6760 -0.340
N -0.1296 1.2757 -1.6952 0.690
N 1.4585 -0.8266 1.9081 -0.918
N 0.1748 -0.6203 1.5537 0.214
C 4.5751 0.0293 0.1693 -0.366
C -2.7612 -0.2859 0.9500 1.433
C 3.7143 -0.4190 1.1810 0.615
C 6.4502 -0.6204 1.5153 -0.332
C -3.0383 -1.3918 3.0683 -0.794
C 5.9396 -0.0773 0.3397 -0.664
C 2.2855 -0.3139 1.0070 0.515
C -4.3131 0.7336 -1.4767 -0.699
C -5.0874 -0.7531 1.8437 -0.863
C 5.6007 -1.0608 2.5259 -0.715
C -4.2824 -0.2532 0.8008 0.726
C 4.2344 -0.9660 2.3640 -0.257
C -4.4764 -1.3023 2.9225 -0.488
C -2.1768 -0.9209 2.1338 0.238
C -0.7500 -1.0443 2.3530 -0.013
H 3.5629 -1.3065 3.1389 0.425
H 6.6112 0.2613 -0.4366 0.421
H 6.0108 -1.4750 3.4362 0.412
H -0.4159 -1.5330 3.2630 0.501
H 7.5214 -0.7029 1.6443 0.413
H -5.1890 0.8753 -2.0980 0.283
H -3.8194 1.6791 -1.2718 0.324
H -2.6515 -1.8533 3.9682 0.473
H -3.6405 -0.0052 -1.9016 0.362
H 4.1677 0.4485 -0.7393 0.400
H -6.1629 -0.7066 1.7431 0.511
H -5.0865 -1.7084 3.7203 0.441
```

Computed properties:
* E_HOMO (alpha / beta): -14.2 / -14.2 eV
* charge: +2
* orbital gap (alpha / beta): 3.5 / 3.5 eV
* lowest unoccupied orbital energy (alpha / beta): -0.39276 / -0.39415 Ha

Entry from the OMol25 dataset: a single C15H12N4O molecule (ωB97M-V/def2-TZVPD).

XYZ file:
```
32
Properties=species:S:1:pos:R:3:mulliken_charge:R:1
O 0.6487 -0.0789 4.7655 -0.398
N -0.7228 0.6814 0.2982 -0.015
N 0.1005 0.5494 2.5464 -0.577
N -2.3001 1.8465 -4.4177 -0.574
N 3.9994 -1.4796 -1.7506 -0.455
C 0.0928 0.1244 1.3164 -0.466
C 0.8807 -0.0696 3.4071 0.442
C -0.7486 0.0051 5.1361 -0.681
C 0.7350 -0.6690 -0.7235 -0.119
C 1.9399 -1.2408 1.6060 -0.302
C 1.4509 -1.6123 -1.7753 -0.480
C 2.8642 -1.5641 -1.6938 0.264
C 1.9228 -0.9456 2.9486 -0.873
C 1.0375 -0.7021 0.7381 1.251
C -0.3247 0.2470 -0.9413 -0.141
C -3.0482 1.4222 -3.3222 -0.386
C -2.4088 0.9472 -2.1409 -0.637
C -0.3135 1.0858 -3.2653 -0.473
C -1.0110 1.6750 -4.3488 -0.208
C -1.0094 0.6944 -2.1593 0.603
H -1.1295 1.0370 5.1723 0.233
H -2.9051 0.6340 -1.2399 0.442
H 2.6320 -1.9664 1.2591 0.421
H 1.0956 -1.5004 -2.8199 0.388
H 1.1834 -2.6539 -1.5022 0.314
H -1.2648 -0.6577 4.4616 0.329
H -4.0898 1.5998 -3.1523 0.356
H -0.4883 2.0981 -5.3102 0.295
H 2.5131 -1.4182 3.6646 0.509
H 0.8087 1.1121 -3.3179 0.381
H -0.6603 -0.5171 6.0446 0.306
H -1.4803 1.3166 0.5168 0.251
```

Computed properties:
* E_HOMO: -8.2 eV
* SMILES string: COc1ccc2c(CC#N)c(-c3ccncc3)[nH]c2n1
* relative energy (zero: lowest compared OMol25 entry of this formula, charge and spin): 23.88 kcal per mole
* orbital gap: 8.3 eV
* lowest unoccupied orbital energy: 0.00114 Ha

E / eV: -113521.375, -31227.987, -23755.990